Entry 1:
Formula: C6H12N2O
Source: OMol25
Level of theory: ωB97M-V with the def2-TZVPD basis set

## Properties
Energy relative to the best compared isomer or geometry (same formula, charge and spin) (kcal per mole): 55.4
HOMO energy (eV): -8.471
E_LUMO (eV): 0.67
Frontier orbital gap (eV): 9.1
Electronic energy (hartree): -420.49568
SMILES string: Cc1c[nH]cn1.CCO

Geometry as XYZ:
```
21
Properties=species:S:1:pos:R:3:forces:R:3:lowdin_charge:R:1
H -0.206 0.406 2.762 0.4212 -1.9209 0.3269 0.102
C -0.721 -1.576 -2.424 4.0728 4.7380 1.6388 -0.299
H -1.345 2.222 2.736 2.2830 -0.4664 -1.6992 0.132
C 1.335 1.730 3.477 -0.3292 -0.4403 -0.3283 -0.077
C -1.011 -0.695 -1.393 0.2960 -0.8072 -1.2971 -0.099
H -0.231 -3.144 -3.431 0.0867 -0.6600 -0.9755 0.068
H 1.672 0.805 -2.335 -0.4394 -0.6145 -0.9796 0.111
H 0.773 1.590 4.412 0.4797 1.2776 0.0117 0.089
N 0.519 -0.991 -3.038 -1.3233 1.4324 1.3640 0.069
H -1.192 -3.610 -2.105 -0.8893 -0.2873 0.2520 0.078
H 1.674 2.688 3.059 -0.3384 0.2379 1.1256 0.094
H 0.016 0.814 -0.409 -0.0488 -0.0522 -1.8132 0.131
C 0.779 0.163 -2.401 -0.9416 -1.8065 1.6872 -0.192
H 0.891 1.029 1.510 1.1888 -0.9072 -1.5030 0.074
C -1.124 -2.888 -2.897 0.7294 0.7106 0.1094 -0.060
H -1.786 -0.715 -0.685 -0.8878 -0.2011 0.7490 0.091
O -0.598 2.119 2.035 -1.9612 1.3637 1.2975 -0.139
C 0.431 1.181 2.427 -2.3075 1.3615 0.7663 -0.329
H 2.212 1.126 3.583 0.6447 -0.5720 -0.0095 0.064
H -1.948 -2.645 -3.529 -0.9325 -1.1776 -0.5949 0.076
N -0.141 0.389 -1.355 0.1967 -1.2085 -0.1281 0.018
```
Forces are in eV/Å.

Entry 2:
Formula: C5H7NO
Source: OMol25
Level of theory: ωB97M-V with the def2-TZVPD basis set

## Properties
Energy relative to the best compared isomer or geometry (same formula, charge and spin) (kcal per mole): 39.0
HOMO energy (eV): -9.847
E_LUMO (eV): 0.88
Frontier orbital gap (eV): 10.7
Electronic energy (hartree): -324.66239
SMILES string: C#CCCNC=O

Geometry as XYZ:
```
14
Properties=species:S:1:pos:R:3:forces:R:3:lowdin_charge:R:1
C -0.913 0.820 -0.555 0.0181 0.0272 -0.0290 -0.190
C -0.086 0.665 0.730 -0.0400 0.1034 0.0911 -0.192
H 0.588 -1.313 0.393 0.1035 0.1200 0.0404 0.125
H -2.490 -2.455 -1.429 0.0702 0.1464 0.0392 0.025
N 0.909 -0.380 0.610 0.0888 0.0073 -0.0516 0.018
C -1.558 -0.446 -0.923 -0.2048 -0.4795 -0.1249 -0.155
C 2.241 -0.115 0.553 0.0003 0.0972 0.0290 -0.361
O 2.741 0.985 0.685 -0.1555 -0.3333 -0.0518 0.009
H 2.843 -1.028 0.382 -0.0634 0.1343 0.0241 0.130
H -0.262 1.150 -1.373 -0.0844 -0.0693 0.1040 0.123
H -0.755 0.449 1.570 0.1007 0.0067 -0.1097 0.124
H 0.453 1.591 0.947 -0.1040 -0.1262 -0.0485 0.118
H -1.671 1.597 -0.409 0.0828 -0.1167 -0.0182 0.118
C -2.041 -1.519 -1.182 0.1878 0.4826 0.1058 0.109
```
Forces are in eV/Å.

Entry 3:
Formula: C13H16O
Source: OMol25
Level of theory: ωB97M-V with the def2-TZVPD basis set

## Properties
Energy relative to the best compared isomer or geometry (same formula, charge and spin) (kcal per mole): 45.4
HOMO energy (eV): -8.688
E_LUMO (eV): 0.81
Frontier orbital gap (eV): 9.5
Electronic energy (hartree): -580.03906
SMILES string: Cc1ccc([C@@H](O)C2=CC2(C)C)cc1

Geometry as XYZ:
```
30
Properties=species:S:1:pos:R:3:forces:R:3:lowdin_charge:R:1
H 3.069 -1.720 -0.680 0.4274 0.2222 0.3850 0.113
H 3.683 0.112 -2.747 -0.4092 -0.6781 0.4267 0.094
O -1.471 -2.335 1.448 -1.6046 0.8091 -0.1611 -0.012
H -3.122 1.345 2.480 -1.4455 -0.5289 0.3566 0.064
C -0.491 -0.981 -1.712 -1.9402 -0.6287 4.3239 -0.027
H 1.272 -1.950 0.968 0.1325 -0.0208 0.6101 0.113
H -1.552 -0.944 -1.796 -0.6641 0.2428 -1.4987 0.107
H -2.201 2.486 3.532 -0.2102 -0.2778 -0.3417 0.088
C -1.305 -1.119 0.710 -0.2723 0.9084 2.9774 -0.227
H 2.379 0.021 -3.821 -0.3768 0.8700 -1.3026 0.050
C 1.828 -0.958 -2.191 -0.8129 -1.1121 0.7496 -0.308
H 0.210 -0.987 -3.670 0.3860 0.4783 0.2871 0.129
C -0.209 0.653 2.641 -0.0929 0.3442 0.3200 0.090
H -2.314 -0.906 0.303 0.6913 0.0381 0.1016 0.152
H -2.645 2.988 1.838 -0.4429 -1.1226 1.3383 0.095
H 3.373 -1.403 -3.737 -0.7315 1.1273 1.3532 0.123
H -1.414 2.908 0.336 -0.2486 0.7388 -0.9302 0.059
C -0.599 2.342 0.719 -1.0345 0.4098 2.0075 -0.023
C 1.023 -1.575 -0.003 0.9634 0.0973 0.0467 -0.026
C -0.255 -1.203 -0.310 1.1144 0.1331 -2.2708 -0.201
C 2.880 -0.562 -3.100 2.3553 -0.8218 -2.3339 -0.070
C -1.190 1.536 1.861 1.8819 -0.9425 -0.3859 -0.488
C 2.070 -1.417 -0.926 -0.6231 -0.2552 0.5635 -0.023
H -0.087 1.785 -0.005 0.6470 -0.8807 -1.0152 0.060
C -2.390 2.100 2.517 0.2997 2.4678 -0.9179 -0.039
H 0.530 0.562 3.395 0.5245 0.0817 0.3770 0.090
C -0.928 0.106 1.744 -1.7407 -3.4604 -2.6562 -0.074
C 0.486 -0.972 -2.609 0.8716 0.5505 -2.0431 -0.051
H 0.065 2.949 1.272 1.1095 1.4519 -0.1975 0.075
H -0.697 -2.861 1.542 1.2453 -0.2419 -0.1694 0.063
```
Forces are in eV/Å.

Entry 4:
Formula: C17H14ClN2S
Source: OMol25
Level of theory: ωB97M-V with the def2-TZVPD basis set

## Properties
Energy relative to the best compared isomer or geometry (same formula, charge and spin) (kcal per mole): 43.1
HOMO energy (eV): -11.772
E_LUMO (eV): -3.06
Frontier orbital gap (eV): 8.7
Total charge: +1
Electronic energy (hartree): -1623.80855

Geometry as XYZ:
```
35
Properties=species:S:1:pos:R:3:forces:R:3:lowdin_charge:R:1
C 0.251 -1.006 4.443 -0.7564 -0.8755 -1.0814 -0.054
C 0.843 -0.642 2.163 -0.0768 1.2312 -1.2262 -0.194
C -0.174 -0.849 3.079 0.9891 -0.8737 1.1627 0.019
C -1.496 -0.454 -2.091 -3.7898 -0.5477 -2.7699 -0.255
Cl 2.290 -1.054 6.418 -1.3253 -0.0579 -1.0058 0.639
C 2.246 1.713 -0.064 1.5981 -0.1859 -0.8458 -0.101
C 2.160 -0.595 2.553 2.7462 1.3619 -2.4630 -0.058
H -1.173 -1.093 2.711 0.0861 0.5316 0.5735 0.122
C 1.576 -0.903 4.763 1.7595 0.6244 1.2027 -0.574
H -0.385 -0.491 -3.941 0.7631 0.2267 -0.2541 0.102
H 2.234 2.260 0.891 -0.6043 -0.2047 -0.5004 0.137
C 2.578 -0.619 3.830 -1.5577 -0.7782 1.4325 -0.103
H -2.469 0.051 -5.256 0.6283 0.4811 -2.7217 0.077
C -3.773 -0.234 -3.703 0.9810 -0.0042 0.1513 -0.063
C 2.145 2.612 -1.370 1.2545 0.6676 1.5236 -0.411
C 0.589 0.599 -1.305 -2.0052 -1.1183 -2.8445 -0.455
H 3.306 1.363 -0.176 -1.2186 -0.8798 0.5957 0.132
H -1.069 -1.666 0.325 -0.0560 -0.0701 -0.3050 0.142
H 1.786 3.598 -1.042 -0.6817 -0.3508 -0.6994 0.087
C -0.416 -0.887 -0.023 2.2933 0.5907 1.0539 0.055
C -2.778 -0.655 -1.503 1.0195 0.9920 -3.6359 0.027
H -0.384 -1.411 5.207 -0.6285 0.3211 0.1371 0.111
H 3.192 2.854 -1.773 -1.5439 -0.8233 0.4110 0.114
C 0.602 -0.305 0.733 -2.7133 -1.3395 -1.3063 -0.064
H 2.941 -0.397 1.745 -1.0777 -0.3692 1.0920 0.142
H -2.873 -0.931 -0.507 -0.3559 -0.1611 1.5934 0.082
C -1.332 -0.363 -3.478 -2.5698 1.5438 -0.0817 0.001
S 1.159 1.682 -2.562 -0.5613 -0.1486 0.1177 1.053
C -3.869 -0.574 -2.388 -0.5620 -1.5258 2.8186 -0.081
N -0.405 -0.392 -1.332 4.4500 1.6120 4.5152 0.025
H -4.823 -0.971 -1.965 0.6190 0.7777 -0.5233 0.130
H -4.714 -0.340 -4.222 0.3264 0.6124 -0.7821 0.117
C -2.483 -0.029 -4.242 -0.4931 -2.0626 2.6117 -0.014
H 3.546 -0.511 4.242 1.0210 0.0896 -0.3871 0.094
N 1.174 0.641 -0.160 2.0424 0.7134 2.4412 0.021
```
Forces are in eV/Å.

> The lowest energy relative to the best compared isomer or geometry (same formula, charge and spin) belongs to which entry?

C5H7NO

> Which of these has the highest electronic energy?

C5H7NO

> Among the records above, which one has the highest E_LUMO?

C5H7NO